Entry 1:
Entry from the OMol25 dataset: a structure of composition C19H7BrCl10N2OsS (the ωB97M-V functional and the def2-TZVPD basis).

## Properties
Net charge: +2
Energy above the lowest of the compared OMol25 structures with the same formula, charge and spin, kcal per mole: 0.0
Highest occupied orbital energy (spin up / spin down), eV: -14.187 / -14.209

Cartesian coordinates (Å):
Os: -0.538 -0.008 -0.212
Cl: -0.728 1.724 1.401
C: -1.618 3.027 0.657
C: -2.082 4.050 1.438
C: -2.754 5.095 0.808
C: -2.912 5.114 -0.571
C: -2.439 4.068 -1.342
Cl: -2.628 4.108 -3.040
C: -1.808 2.964 -0.725
S: -1.330 1.599 -1.655
H: -1.929 4.047 2.509
H: -3.147 5.909 1.403
H: -3.409 5.942 -1.058
Cl: 2.055 -0.163 1.860
C: 0.728 -1.195 2.277
C: -0.376 -1.227 1.418
C: -1.453 -2.032 1.789
Cl: -2.868 -1.954 0.784
C: -1.432 -2.838 2.912
Cl: -2.750 -3.855 3.282
C: -0.306 -2.793 3.747
Cl: -0.277 -3.711 5.171
C: 0.784 -1.967 3.425
Cl: 2.151 -1.910 4.442
Br: 4.906 -0.005 -4.150
C: 3.482 0.023 -2.963
C: 2.892 1.231 -2.599
C: 1.818 1.209 -1.743
N: 1.322 0.060 -1.248
C: 1.912 -1.104 -1.577
C: 2.990 -1.162 -2.428
H: 3.264 2.171 -2.980
H: 1.346 2.128 -1.435
H: 1.510 -2.002 -1.131
H: 3.440 -2.113 -2.673
Cl: -0.907 -2.970 -4.753
C: -1.672 -3.324 -3.209
Cl: -3.421 -3.142 -3.308
Cl: -1.226 -4.914 -2.622
C: -1.201 -2.316 -2.233
N: -0.853 -1.532 -1.483


Entry 2:
Entry from the OMol25 dataset: an isolated molecule of C5H8O (the ωB97M-V functional and the def2-TZVPD basis).

## Properties
Structure (SMILES): O=C1CCCC1
Energy above the lowest of the compared OMol25 structures with the same formula, charge and spin, kcal per mole: 23.1
Highest occupied orbital energy, eV: -9.446

Cartesian coordinates (Å):
O: -2.586 -0.072 -0.092
C: -1.347 0.026 0.068
C: -0.448 -1.276 -0.065
C: 0.987 -0.836 0.148
C: 0.902 0.728 -0.242
C: -0.480 1.243 0.208
H: -0.719 -1.532 -1.032
H: -0.907 -2.012 0.669
H: 1.308 -1.009 1.263
H: 1.781 -1.282 -0.592
H: 0.923 0.980 -1.314
H: 1.733 1.315 0.223
H: -0.608 2.132 -0.460
H: -0.540 1.597 1.217


Entry 3:
Entry from the OMol25 dataset: a cluster of 2 separate species, C4H13NO2 in total (the ωB97M-V functional and the def2-TZVPD basis).

## Properties
Structure (SMILES): CNC[C@H](C)O.O
Energy above the lowest of the compared OMol25 structures with the same formula, charge and spin, kcal per mole: 22.4
Highest occupied orbital energy, eV: -9.060

Cartesian coordinates (Å):
C: -2.346 1.152 -0.400
N: -0.900 0.893 -0.359
C: -0.526 -0.335 0.302
C: 0.972 -0.433 0.593
C: 1.283 -1.679 1.386
O: 1.449 0.710 1.282
H: -2.441 2.217 -0.583
H: -2.670 0.998 0.632
H: -2.902 0.522 -1.094
H: -0.519 0.924 -1.285
H: -1.004 -0.313 1.292
H: -0.839 -1.246 -0.227
H: 1.522 -0.341 -0.345
H: 0.931 -2.582 0.956
H: 2.351 -1.761 1.559
H: 0.798 -1.570 2.351
H: 0.895 0.876 2.052
O: 1.290 0.726 -3.126
H: 1.682 0.001 -2.614
H: 0.975 1.243 -2.372


Entry 4:
Entry from the OMol25 dataset: a cluster of 6 separate species, C23H28F16O13 in total (the ωB97M-V functional and the def2-TZVPD basis).

## Properties
Structure (SMILES): O=C1OC[C@@H](F)O1.CCOC(=O)C(F)(F)F.CCOC(=O)C(F)(F)F.CCOC(=O)C(F)(F)F.CCOC(=O)C(F)(F)F.CCOC(=O)C(F)(F)F
Highest occupied orbital energy, eV: -11.063

Cartesian coordinates (Å):
O: -3.129 -0.910 -0.332
C: -1.897 -0.824 -0.340
O: -0.996 -1.439 0.403
C: 0.329 -0.823 0.355
C: 0.208 -0.073 -0.998
F: 0.771 -0.719 -2.050
O: -1.212 0.029 -1.153
H: 0.467 -0.147 1.211
H: 1.068 -1.572 0.277
H: 0.633 0.945 -0.972
C: -5.226 1.931 -0.204
C: -4.440 2.597 0.878
O: -3.020 2.684 0.409
C: -2.201 3.665 0.862
O: -2.471 4.580 1.579
C: -0.788 3.312 0.447
F: -0.025 4.365 0.653
F: -0.396 2.323 1.261
F: -0.704 2.958 -0.834
H: -6.274 1.734 0.132
H: -4.800 0.954 -0.422
H: -5.473 2.529 -1.109
H: -4.366 1.976 1.774
H: -4.916 3.517 1.200
C: 8.873 -0.978 -0.354
C: 8.232 0.299 0.132
O: 6.890 0.396 -0.366
C: 5.936 0.029 0.459
O: 6.146 -0.521 1.512
C: 4.521 0.410 -0.156
F: 3.387 -0.333 0.140
F: 4.127 1.657 0.194
F: 4.592 0.283 -1.499
H: 8.436 -1.848 0.191
H: 9.955 -1.027 -0.307
H: 8.584 -1.141 -1.349
H: 8.618 1.297 -0.198
H: 8.193 0.295 1.280
C: 1.237 -4.255 -2.530
C: 0.763 -4.352 -1.042
O: 1.710 -3.849 -0.118
C: 2.813 -4.629 0.080
O: 3.036 -5.692 -0.431
C: 3.865 -3.903 0.877
F: 3.427 -2.932 1.657
F: 4.571 -4.736 1.650
F: 4.776 -3.371 -0.018
H: 2.097 -4.888 -2.704
H: 1.573 -3.302 -2.798
H: 0.356 -4.486 -3.216
H: 0.573 -5.418 -0.976
H: -0.221 -3.793 -0.778
C: -1.228 0.826 7.603
C: -0.757 0.117 6.384
O: -1.453 0.413 5.152
C: -2.438 -0.366 4.814
O: -2.943 -1.279 5.457
C: -2.882 -0.065 3.413
F: -2.530 -1.139 2.621
F: -4.253 0.055 3.338
F: -2.364 1.043 2.943
H: -0.478 0.534 8.382
H: -2.263 0.451 7.953
H: -1.103 1.901 7.575
H: -0.735 -0.951 6.507
H: 0.233 0.469 6.179
C: -3.540 1.936 -3.066
C: -2.595 2.170 -4.267
O: -3.354 2.379 -5.462
C: -3.985 1.268 -5.944
O: -3.929 0.192 -5.432
C: -4.873 1.726 -7.168
F: -5.726 0.717 -7.428
F: -5.570 2.835 -6.906
F: -4.086 1.927 -8.254
H: -4.054 0.943 -3.089
H: -4.327 2.679 -3.007
H: -3.029 1.885 -2.096
H: -1.832 1.382 -4.378
H: -2.117 3.147 -4.179


Entry 5:
Entry from the OMol25 dataset: a cluster of 3 separate species, C2H10O2 in total (the ωB97M-V functional and the def2-TZVPD basis).

## Properties
Structure (SMILES): CC.O.O
Energy above the lowest of the compared OMol25 structures with the same formula, charge and spin, kcal per mole: 12.0
Highest occupied orbital energy, eV: -10.959

Cartesian coordinates (Å):
C: -1.954 -1.985 -0.028
C: -0.464 -1.888 -0.272
H: -2.148 -1.410 0.879
H: -2.340 -2.981 0.141
H: -2.730 -1.613 -0.708
H: 0.131 -2.368 0.487
H: -0.138 -2.111 -1.288
H: -0.246 -0.827 -0.344
O: 1.105 2.937 -0.895
H: 1.880 3.432 -0.621
H: 0.964 2.253 -0.228
O: 1.037 0.623 0.973
H: 1.620 0.100 1.541
H: 0.267 0.730 1.549


Entry 6:
Entry from the OMol25 dataset: a structure of composition C2H3NO2 (the ωB97M-V functional and the def2-TZVPD basis).

## Properties
Energy above the lowest of the compared OMol25 structures with the same formula, charge and spin, kcal per mole: 88.5
Highest occupied orbital energy, eV: -10.582

Cartesian coordinates (Å):
C: 0.725 -0.123 -0.202
C: -0.689 -0.645 -0.010
N: 0.420 1.209 -0.032
O: 1.785 -0.603 -0.468
O: -1.213 0.586 0.461
H: -1.144 -0.954 -0.955
H: -0.772 -1.428 0.748
H: 0.887 1.957 0.458


Entry 7:
Entry from the OMol25 dataset: a structure of composition C4H4N2O2 (the ωB97M-V functional and the def2-TZVPD basis).

## Properties
Energy above the lowest of the compared OMol25 structures with the same formula, charge and spin, kcal per mole: 251.0
Highest occupied orbital energy, eV: -9.378

Cartesian coordinates (Å):
C: -0.702 0.902 -0.096
C: 0.555 0.538 -0.573
C: 1.914 0.361 0.220
C: 0.472 -0.862 -0.598
H: -2.652 -1.560 0.493
H: -1.253 1.914 -0.421
H: 1.920 0.524 1.365
H: 3.161 0.843 -0.172
N: -1.515 -0.112 -0.149
N: -0.774 -1.295 -0.119
O: -2.966 -0.193 0.063
O: 1.841 -1.062 -0.013


Entry 8:
Entry from the OMol25 dataset: an isolated molecule of C5H12N2O (the ωB97M-V functional and the def2-TZVPD basis).

## Properties
Structure (SMILES): CC[C@@H](C=O)NCN
Energy above the lowest of the compared OMol25 structures with the same formula, charge and spin, kcal per mole: 78.4
Highest occupied orbital energy, eV: -8.809

Cartesian coordinates (Å):
C: 0.790 -1.673 -1.511
C: 1.030 -1.165 -0.048
C: -0.210 -0.582 0.604
C: -0.014 -0.966 2.135
O: 0.524 -0.110 2.823
N: -0.040 0.822 0.348
C: -1.228 1.716 0.113
N: -0.933 2.666 -0.953
H: -0.172 -1.458 -1.963
H: 0.860 -2.747 -1.368
H: 1.532 -1.398 -2.260
H: 1.753 -0.298 -0.252
H: 1.716 -1.832 0.533
H: -1.053 -1.072 0.285
H: -0.479 -1.803 2.474
H: 0.490 1.291 1.057
H: -1.495 2.253 1.013
H: -2.114 1.214 -0.086
H: 0.097 2.747 -0.982
H: -1.055 2.397 -1.964